<w>
{
  "formula": "C3H8N4O",
  "method": "wB97M-V/def2-TZVPD",
  "gap_ev": 9.671,
  "species": ["O", "N", "N", "N", "N", "C", "C", "C", "H", "H", "H", "H", "H", "H", "H", "H"],
  "xyz": [[0.7560, -0.5454, -0.4633], [-3.3135, 0.4207, -0.4642], [3.0704, -0.7753, 0.2022], [2.0908, 1.4891, 0.0411], [-0.3155, 0.0029, 0.1939], [2.0106, 0.1731, 0.0620], [-1.3402, -0.6197, -0.1587], [-2.5417, -0.2268, 0.7429], [-2.4899, 0.6052, 1.8238], [3.0674, -1.0194, -0.9954], [4.0454, -0.0931, 0.2982], [-1.4488, -1.5074, -0.8146], [-2.5585, 1.0130, -1.1317], [1.2936, 1.9139, 0.2540], [-4.2950, 1.0071, -0.5744], [-3.1593, -1.4784, 1.1588]],
  "nbo_charge": [-0.423, -0.951, -0.807, -0.720, -0.142, 0.677, 0.018, -0.221, 0.234, 0.388, 0.403, 0.221, 0.371, 0.358, 0.400, 0.195]
}

=====

<x>
{
  "formula": "C3H8N4O",
  "method": "wB97M-V/def2-TZVPD",
  "gap_ev": 9.802,
  "species": ["O", "N", "N", "N", "N", "C", "C", "C", "H", "H", "H", "H", "H", "H", "H", "H"],
  "xyz": [[-0.0067, -0.9366, 2.8555], [-0.6634, 1.6755, -0.5066], [-1.7841, 1.7869, -1.3834], [0.7345, -0.2428, -1.3596], [-0.1621, 0.1145, 0.8709], [0.3292, -0.8966, 1.6891], [1.2425, -1.9288, 1.0661], [0.0931, 0.3377, -0.4368], [1.5274, -2.6469, 1.8312], [-0.0367, 2.4591, -0.6813], [-1.5335, 1.4092, -2.2959], [-0.8064, 1.3002, 0.7238], [-2.5194, 1.1987, -1.0026], [0.7185, 0.2551, -2.2452], [2.1239, -1.4506, 0.6364], [0.7435, -2.4345, 0.2384]],
  "nbo_charge": [-0.575, -0.503, -0.632, -0.733, -0.729, 0.691, -0.721, 0.555, 0.234, 0.395, 0.350, 0.478, 0.365, 0.348, 0.238, 0.240]
}

=====

In terms of stability, <x> leads; the second structure lies 0.2069 hartree higher.

=====

<w>
{
  "formula": "C2HNO3S",
  "method": "wB97M-V/def2-TZVPD",
  "smiles": "O=C1NO1.O=C=S",
  "gap_ev": 11.079,
  "species": ["S", "O", "O", "O", "N", "C", "C", "H"],
  "xyz": [[2.9662, -0.4400, -0.5927], [-0.3418, -0.4575, 0.4001], [1.5211, 1.3693, 0.7895], [-2.5730, -1.4356, 0.3844], [-1.1864, 0.4853, -0.2217], [2.1160, 0.5447, 0.1793], [-1.6771, -0.6830, 0.2113], [-0.8249, 0.6168, -1.1503]],
  "nbo_charge": [0.077, -0.383, -0.467, -0.496, -0.378, 0.388, 0.889, 0.370]
}

=====

<x>
{
  "formula": "C2HNO3S",
  "method": "wB97M-V/def2-TZVPD",
  "smiles": "O=c1[nH]c1=O.O=S",
  "gap_ev": [7.766, 7.817],
  "species": ["S", "O", "O", "O", "N", "C", "C", "H"],
  "xyz": [[-1.9359, 2.5170, 0.3954], [-0.4210, -2.3465, -0.3812], [0.6194, 0.5280, 1.6985], [-1.2800, 1.6182, -0.5996], [0.9576, -0.4527, -0.5270], [0.1330, -1.3917, 0.0149], [0.5125, -0.2566, 0.7855], [1.4145, -0.2159, -1.3865]],
  "nbo_charge": [0.704, -0.518, -0.522, -0.702, -0.594, 0.592, 0.614, 0.427]
}

=====

In terms of stability, <w> leads; the second structure lies 0.0368 hartree higher.

=====

<w>
{
  "formula": "C2H3N2O2",
  "method": "wB97M-V/def2-TZVPD",
  "charge": 1,
  "gap_ev": 9.200,
  "species": ["O", "O", "N", "N", "C", "C", "H", "H", "H"],
  "xyz": [[-0.8399, 0.9505, 0.7794], [1.2947, 0.6309, -0.4372], [-0.1084, 0.1251, 1.0033], [-0.6024, -1.3222, 0.7312], [0.9004, 1.6386, -0.9294], [-0.7854, -2.4691, 0.7773], [-0.1428, 1.8610, -0.8896], [1.4431, 2.0763, -1.7978], [-1.1593, -3.4911, 0.7628]],
  "nbo_charge": [-0.127, -0.426, 0.442, -0.238, 0.299, 0.415, 0.139, 0.190, 0.306]
}

=====

<x>
{
  "formula": "C2H3N2O2",
  "method": "wB97M-V/def2-TZVPD",
  "charge": 1,
  "smiles": "O=C/[NH+]=C/N=O",
  "gap_ev": 7.575,
  "species": ["O", "O", "N", "N", "C", "C", "H", "H", "H"],
  "xyz": [[2.2254, 1.0868, 0.0433], [-3.4089, 0.7093, -0.0565], [-0.0923, 0.7429, -0.0249], [-2.3718, 0.2696, 0.1353], [-1.1742, -0.0807, -0.0606], [1.2442, 0.2890, -0.0228], [-0.8012, -1.0682, -0.1344], [1.2414, -0.7390, -0.0226], [-0.0730, 1.7329, -0.0969]],
  "nbo_charge": [-0.430, 0.053, -0.570, 0.330, 0.201, 0.530, 0.293, 0.138, 0.455]
}

=====

In terms of stability, <x> leads; the second structure lies 0.0434 hartree higher.

=====

<w>
{
  "formula": "C4H14NS2",
  "method": "wB97M-V/def2-TZVPD",
  "charge": 1,
  "gap_ev": 9.792,
  "species": ["S", "S", "N", "C", "C", "C", "C", "H", "H", "H", "H", "H", "H", "H", "H", "H", "H", "H", "H", "H", "H"],
  "xyz": [[0.7458, 0.2087, 1.1728], [-0.8691, 0.9266, 2.2946], [0.1363, 0.7072, -1.9858], [-1.3125, 0.4064, -2.0725], [0.4498, -2.0973, -0.1914], [0.9294, 0.2965, -3.1517], [0.2396, -1.5074, 1.2076], [-1.4227, -0.6594, -2.1944], [1.9743, 0.3629, -2.9260], [-0.3767, -1.9205, -0.9252], [-0.7740, -1.5770, 1.5826], [0.2752, 1.6995, -1.7924], [0.6709, -0.7550, -3.3467], [0.8914, -1.9980, 2.0107], [-1.6559, 1.2536, 1.2711], [0.5734, -3.1704, -0.0512], [-1.7322, 0.8959, -2.9852], [-1.8161, 0.7466, -1.1752], [1.3885, -1.7354, -0.6335], [0.7053, 0.9593, -4.0248], [0.4797, 0.1937, -1.1401]],
  "nbo_charge": [0.076, -0.063, -0.544, -0.422, -0.638, -0.428, -0.554, 0.228, 0.240, 0.194, 0.251, 0.435, 0.232, 0.243, 0.107, 0.254, 0.241, 0.237, 0.201, 0.243, 0.466]
}

=====

<x>
{
  "formula": "C4H14NS2",
  "method": "wB97M-V/def2-TZVPD",
  "charge": 1,
  "gap_ev": 8.742,
  "species": ["S", "S", "N", "C", "C", "C", "C", "H", "H", "H", "H", "H", "H", "H", "H", "H", "H", "H", "H", "H", "H"],
  "xyz": [[0.7868, -1.6062, -0.1966], [2.1631, -0.3324, -1.0989], [-1.0255, 0.8759, 0.5438], [-2.5083, 1.0750, 0.5259], [1.8053, -3.1089, -0.0848], [1.1205, 0.6792, -2.1875], [-0.3956, 1.2503, 1.8390], [1.8268, -3.6195, -1.0430], [1.6681, 0.8191, -3.1176], [1.3236, -3.7231, 0.6717], [-2.7168, 2.1411, 0.5500], [0.9287, 1.6621, -1.7509], [-2.9224, 0.5900, 1.4048], [0.1874, 0.1641, -2.4175], [-0.6171, 1.4344, -0.2053], [0.6808, 1.1082, 1.7740], [2.8125, -2.8397, 0.2222], [-2.8961, 0.6399, -0.3917], [-0.6301, 2.2935, 2.0344], [-0.8038, -0.1056, 0.3096], [-0.7878, 0.6026, 2.6183]],
  "nbo_charge": [-0.019, 0.108, -0.510, -0.417, -0.703, -0.761, -0.423, 0.239, 0.262, 0.245, 0.234, 0.198, 0.235, 0.233, 0.430, 0.250, 0.241, 0.238, 0.231, 0.453, 0.235]
}

=====

In terms of stability, <x> leads; the second structure lies 0.0073 hartree higher.

=====

<w>
{
  "formula": "C5H9FO",
  "method": "wB97M-V/def2-TZVPD",
  "smiles": "C=CC[C@@H](O)CF",
  "gap_ev": 10.875,
  "species": ["F", "O", "C", "C", "C", "C", "C", "H", "H", "H", "H", "H", "H", "H", "H", "H"],
  "xyz": [[-2.6323, -0.7687, -0.2577], [-0.2300, 1.7744, 0.1131], [0.0940, -0.5352, 1.0026], [-0.8661, 0.5668, 0.4604], [-1.6030, 0.0286, -0.7597], [1.9216, -0.0851, -0.8082], [1.3233, -0.8889, 0.1053], [0.6242, 1.7652, 0.4557], [-0.4978, -1.3956, 1.1661], [-2.0880, 0.8681, -1.2953], [1.7854, -1.8398, 0.3140], [-0.9334, -0.5238, -1.4047], [-1.6029, 0.7330, 1.2714], [0.3641, -0.1234, 2.0917], [2.8462, -0.4024, -1.3434], [1.4946, 0.8268, -1.1113]],
  "nbo_charge": [-0.375, -0.709, -0.470, 0.070, 0.033, -0.412, -0.184, 0.471, 0.232, 0.174, 0.203, 0.173, 0.174, 0.218, 0.206, 0.198]
}

=====

<x>
{
  "formula": "C5H9FO",
  "method": "wB97M-V/def2-TZVPD",
  "smiles": "C=C1OC1(C)C.F",
  "gap_ev": 10.478,
  "species": ["F", "O", "C", "C", "C", "C", "C", "H", "H", "H", "H", "H", "H", "H", "H", "H"],
  "xyz": [[-3.2771, 0.7553, 0.3875], [-0.8852, -0.1449, 0.7255], [0.4164, 0.2629, 0.1764], [-0.1916, -1.0224, -0.0984], [1.5457, 0.3442, 1.1262], [0.3173, 1.2229, -0.9556], [-0.4382, -2.2545, -0.5206], [0.2143, -2.6085, -1.1965], [1.7902, 1.3149, 1.6477], [-1.3000, -2.7271, -0.1803], [2.4429, 0.0364, 0.6443], [1.3169, -0.5233, 1.7783], [-2.3633, 0.5878, 0.2001], [-0.4945, 0.9328, -1.7222], [1.1190, 1.6955, -1.5527], [-0.2127, 2.1278, -0.4597]],
  "nbo_charge": [-0.592, -0.516, 0.190, 0.303, -0.637, -0.665, -0.493, 0.213, 0.234, 0.226, 0.229, 0.237, 0.562, 0.233, 0.251, 0.225]
}

=====

In terms of stability, <w> leads; the second structure lies 0.0371 hartree higher.

=====

<w>
{
  "formula": "C5H9FO",
  "method": "wB97M-V/def2-TZVPD",
  "smiles": "CO/C=C(/C)CF",
  "gap_ev": 9.400,
  "species": ["F", "O", "C", "C", "C", "C", "C", "H", "H", "H", "H", "H", "H", "H", "H", "H"],
  "xyz": [[1.6568, -0.5601, -0.9461], [-1.3467, -1.5011, 0.1777], [1.3514, 0.2295, 0.1735], [-1.2546, -0.1473, 0.1205], [-0.4244, 2.1386, -0.2675], [-0.1865, 0.7416, 0.1867], [-0.0021, -2.1786, 0.0392], [-0.2912, 2.1405, -1.3959], [0.0671, 2.9892, 0.3334], [0.4107, -2.5068, 1.1200], [-2.3410, 0.2818, 0.2697], [-1.4694, 2.3754, -0.3638], [0.7748, -1.5348, -0.5192], [1.9839, 1.0232, 0.3545], [1.3552, -0.3878, 1.0905], [-0.2841, -3.1032, -0.3733]],
  "nbo_charge": [-0.340, -0.502, -0.003, 0.197, -0.648, -0.205, -0.329, 0.220, 0.216, 0.161, 0.187, 0.223, 0.259, 0.189, 0.186, 0.189]
}

=====

<x>
{
  "formula": "C5H9FO",
  "method": "wB97M-V/def2-TZVPD",
  "gap_ev": 8.950,
  "species": ["F", "O", "C", "C", "C", "C", "C", "H", "H", "H", "H", "H", "H", "H", "H", "H"],
  "xyz": [[-2.3224, 0.9247, 0.0351], [-1.2434, 0.0894, 1.8170], [-2.0038, -1.2868, -0.1956], [1.3632, 0.3612, 0.0771], [-1.4743, -0.0508, 0.4816], [2.7353, 0.6992, -0.4094], [0.3335, 0.3524, -0.7441], [-1.5116, -1.5385, -1.1415], [3.3515, -0.0236, -0.0526], [3.0936, 1.6576, 0.0998], [-2.0389, -2.1330, 0.5212], [2.6911, 0.6795, -1.5421], [-2.9938, -1.0535, -0.3813], [-1.2609, 1.0539, 2.0400], [0.1089, 0.2323, -1.7153], [1.1721, 0.0359, 1.1102]],
  "nbo_charge": [-0.382, -0.705, -0.684, -0.245, 0.674, -0.637, -0.232, 0.232, 0.207, 0.217, 0.223, 0.214, 0.226, 0.503, 0.176, 0.213]
}

=====

<y>
{
  "formula": "C5H9FO",
  "method": "wB97M-V/def2-TZVPD",
  "gap_ev": 9.053,
  "species": ["F", "O", "C", "C", "C", "C", "C", "H", "H", "H", "H", "H", "H", "H", "H", "H"],
  "xyz": [[-2.4391, 1.4917, 1.2899], [2.5403, -0.1060, -0.8043], [-1.1000, -0.1178, 0.0841], [0.1196, -0.3460, -0.5030], [-1.1866, 0.6830, 1.3291], [0.2278, -1.3535, -1.7372], [1.4564, -0.1336, 0.1499], [-2.0534, -0.5845, -0.1168], [-0.3411, 1.6768, 1.2319], [1.3202, -1.1128, -2.2993], [1.7511, -1.1071, 0.7606], [0.3973, -2.5001, -1.2674], [3.5808, -0.8865, -0.6154], [-0.7050, -1.3146, -2.2933], [1.4966, 0.6783, 0.9528], [-0.9210, 0.1805, 2.5351]],
  "nbo_charge": [-0.405, -0.735, -0.283, 0.022, 0.010, -0.655, -0.115, 0.230, 0.180, 0.262, 0.186, 0.208, 0.477, 0.224, 0.195, 0.200]
}

=====

In terms of stability, <w> leads; the second structure lies 0.0070 hartree higher.

=====

<w>
{
  "formula": "C3H5N",
  "method": "wB97M-V/def2-TZVPD",
  "smiles": "C=CN=C",
  "gap_ev": 9.347,
  "species": ["N", "C", "C", "C", "H", "H", "H", "H", "H"],
  "xyz": [[0.4387, -0.3107, 0.7901], [-0.5131, 0.3454, 0.0603], [-0.2606, 1.6647, -0.3906], [0.6542, -1.5531, 0.4110], [1.4589, -2.1491, 0.7560], [-1.4292, -0.2177, -0.1689], [0.1123, -2.0737, -0.3534], [-1.1152, 2.0759, -0.8292], [0.6540, 2.2183, -0.2752]],
  "nbo_charge": [-0.406, -0.045, -0.414, -0.039, 0.172, 0.186, 0.142, 0.193, 0.212]
}

=====

<x>
{
  "formula": "C3H5N",
  "method": "wB97M-V/def2-TZVPD",
  "smiles": "[H]/N=C/C=C",
  "gap_ev": 10.990,
  "species": ["N", "C", "C", "C", "H", "H", "H", "H", "H"],
  "xyz": [[-2.2154, -0.3689, 0.0222], [0.3268, -0.6902, 0.1163], [-1.1415, 0.2478, 0.1102], [1.4980, -0.1004, 0.0644], [2.4073, -0.6749, -0.0301], [-0.9439, 1.3108, 0.2561], [0.1250, -1.7386, 0.0215], [-3.0585, 0.2037, 0.0614], [1.6144, 0.9691, 0.1243]],
  "nbo_charge": [-0.623, -0.215, 0.138, -0.403, 0.205, 0.149, 0.207, 0.347, 0.194]
}

=====

<y>
{
  "formula": "C3H5N",
  "method": "wB97M-V/def2-TZVPD",
  "gap_ev": [8.292, 8.203],
  "species": ["N", "C", "C", "C", "H", "H", "H", "H", "H"],
  "xyz": [[-1.7134, 0.5254, -0.4292], [1.4685, 0.3326, -0.2830], [-1.5707, -0.6949, -0.1523], [-0.7633, 0.1255, 0.6179], [1.7220, 0.8840, 0.5045], [-1.8431, -1.6590, -0.3621], [1.3275, 0.7579, -1.2242], [1.7212, -0.6563, -0.3018], [-0.3486, 0.3847, 1.6302]],
  "nbo_charge": [-0.272, -0.662, 0.065, -0.113, 0.171, 0.208, 0.183, 0.173, 0.248]
}

=====

In terms of stability, <x> leads; the second structure lies 0.0086 hartree higher.

=====

<w>
{
  "formula": "C7H12N2O",
  "method": "wB97M-V/def2-TZVPD",
  "gap_ev": 7.981,
  "species": ["O", "N", "N", "C", "C", "C", "C", "C", "C", "C", "H", "H", "H", "H", "H", "H", "H", "H", "H", "H", "H", "H"],
  "xyz": [[1.2470, -0.2942, 1.7330], [-1.7516, 0.0810, 0.5012], [-0.7317, -0.9345, 0.4060], [0.3051, -0.5062, -0.3096], [-0.6575, -1.8259, 1.4874], [-1.3291, 0.9712, -0.2991], [0.5022, -1.1670, 2.3489], [-0.0115, 0.7383, -1.0254], [-0.1169, 0.4537, -2.5159], [0.9568, 1.8124, -0.6036], [0.1370, -0.7606, 3.3430], [-0.7029, -0.4641, -2.7111], [-0.4959, 1.3344, -2.9143], [1.0979, 1.7538, 0.5056], [-0.4042, -2.8266, 1.0424], [-1.8483, 1.8903, -0.4259], [0.4469, 2.8626, -0.8948], [0.9102, 0.2508, -2.8232], [1.0471, -1.1915, -0.6614], [2.0092, 1.6779, -0.9311], [-1.6463, -1.8176, 1.9503], [1.0367, -2.0382, 2.7977]],
  "nbo_charge": [-0.754, -0.204, -0.207, 0.271, -0.258, 0.108, -0.053, -0.219, -0.578, -0.612, 0.133, 0.224, 0.221, 0.280, 0.206, 0.202, 0.208, 0.220, 0.226, 0.234, 0.234, 0.119]
}

=====

<x>
{
  "formula": "C7H12N2O",
  "method": "wB97M-V/def2-TZVPD",
  "gap_ev": 9.661,
  "species": ["O", "N", "N", "C", "C", "C", "C", "C", "C", "C", "H", "H", "H", "H", "H", "H", "H", "H", "H", "H", "H", "H"],
  "xyz": [[1.2398, -0.7024, -1.4723], [1.1915, -0.8361, 0.7977], [-1.7619, 0.6159, 1.3888], [0.2550, -0.3537, 0.1771], [-2.0137, 1.0164, 0.0110], [-2.2883, -1.1286, -0.2085], [-3.1463, 0.1505, -0.5432], [-2.8430, -2.1688, 0.7439], [-4.5248, 0.3117, 0.0691], [-1.1844, -0.1940, 0.3054], [-1.0520, 1.2355, 1.7846], [-1.6870, 1.9941, -0.3464], [-3.1243, -1.7168, 1.7041], [-5.2052, -0.4724, -0.2932], [0.5654, -1.2064, -1.9402], [-3.1999, 0.2723, -1.6334], [-1.9580, -1.6026, -1.1422], [-4.9586, 1.2841, -0.2064], [1.9434, -1.1520, -0.3989], [-4.4833, 0.2518, 1.1650], [-2.0981, -2.9535, 0.9375], [-3.7361, -2.6442, 0.3135]],
  "nbo_charge": [-0.954, -0.533, -0.559, 0.471, -0.058, -0.180, -0.208, -0.623, -0.622, -0.043, 0.376, 0.218, 0.227, 0.212, 0.468, 0.213, 0.209, 0.216, 0.512, 0.223, 0.221, 0.214]
}

=====

<y>
{
  "formula": "C7H12N2O",
  "method": "wB97M-V/def2-TZVPD",
  "smiles": "N#C[C@H](N)[C@H]1C[C@H]2C[C@H]21.O",
  "gap_ev": 10.787,
  "species": ["O", "N", "N", "C", "C", "C", "C", "C", "C", "C", "H", "H", "H", "H", "H", "H", "H", "H", "H", "H", "H", "H"],
  "xyz": [[-2.5881, 0.1581, -0.9912], [3.0964, 1.4368, -0.2728], [0.5423, -0.5211, -1.5820], [3.8098, -0.4267, 2.1603], [2.1863, 0.4361, 0.2582], [3.0824, -1.5684, 2.8716], [1.2284, -0.0921, -0.7539], [2.2079, -1.8047, 1.6447], [2.9703, -0.7221, 0.8826], [1.6169, -1.2769, 2.9216], [3.6071, -1.1705, 0.1072], [1.8835, -2.7526, 1.2154], [3.6468, 1.0685, -1.0448], [3.5528, -2.3142, 3.5125], [-1.9759, -0.2731, -1.6052], [2.6032, 2.2591, -0.6078], [4.8808, -0.6056, 2.0070], [1.0128, -2.0002, 3.4707], [1.2658, -0.2437, 3.0029], [-2.0990, 0.2607, -0.1473], [1.5731, 0.9154, 1.0362], [3.6706, 0.5672, 2.6123]],
  "nbo_charge": [-0.950, -0.803, -0.358, -0.391, -0.151, -0.218, 0.281, -0.229, -0.199, -0.425, 0.216, 0.229, 0.365, 0.223, 0.485, 0.372, 0.220, 0.231, 0.201, 0.466, 0.228, 0.208]
}

=====

In terms of stability, <y> leads; the second structure lies 0.0788 hartree higher.